Entry 1:
C4H12N4 | ωB97M-V/def2-TZVPD

XYZ file:
```
20
Properties=species:S:1:pos:R:3:forces:R:3
C 0.20824 -0.43048 3.37309 1.526 1.828 -0.412
H 0.64634 0.53975 -2.26098 0.246 -0.004 3.121
H -1.75099 0.90983 -2.60206 0.631 0.659 -0.694
H -3.05523 -1.45162 -2.17182 0.650 0.774 0.520
H 0.87575 2.10790 -0.25377 -1.025 -1.095 -0.793
C 1.94736 0.26343 1.81710 2.843 2.312 -2.456
H 3.01500 0.95479 0.35152 -1.586 0.498 -1.274
C -1.80323 0.25050 -1.77370 -0.897 0.253 1.299
H 0.45235 -0.61757 -1.04643 0.301 -2.342 0.761
N 0.98778 -0.28786 2.38415 -1.613 -0.633 1.980
H 2.96774 0.49577 2.28764 -1.606 -1.095 0.074
H -1.60762 -1.79769 -1.15728 -0.791 0.645 -0.191
N 0.38072 0.33352 -1.19667 -2.570 1.907 -5.712
H 0.00717 -1.39372 3.70695 -0.867 -1.754 0.344
C -1.97928 -1.14898 -1.99069 1.122 -3.608 -1.315
H -0.08964 0.43666 3.97880 -0.200 -0.209 -0.413
H -2.42369 0.65455 -0.94415 1.261 0.010 -0.048
H -1.47647 -1.62558 -2.89875 -0.448 1.157 0.869
N 0.68993 1.08684 -0.12556 3.604 1.615 2.638
N 2.00776 0.71997 0.52265 -0.582 -0.919 1.702
```
Forces are in eV/Å.

Computed properties:
Lowest unoccupied orbital energy ... -0.32761 Ha
Relative energy (zero: lowest compared OMol25 entry of this formula, charge and spin) ... 554.5 kJ/mol
Total energy ... -10280.151 eV
Max |F| ... 6.5 eV Å⁻¹
Frontier orbital gap ... 0.3488 Ha
Net charge ... +2

=====

Entry 2:
C4H12N4 | ωB97M-V/def2-TZVPD

XYZ file:
```
20
Properties=species:S:1:pos:R:3:forces:R:3
H -0.70110 2.22377 -1.45690 0.160 -0.132 -0.317
H -2.49359 1.56167 -1.16161 -0.223 -1.070 0.744
N -0.16758 -0.25737 0.37409 2.198 -1.376 0.790
N -0.37722 -1.44277 0.73396 -0.988 -0.055 1.949
N -0.12378 1.50076 -1.03292 2.712 0.350 -2.731
H 1.30845 1.80994 -2.51931 -0.594 0.529 -0.221
H -1.16467 -2.01221 0.49166 -0.912 -0.096 -1.523
H 2.27947 1.65816 0.04579 0.101 -0.213 -0.073
H 2.08635 -0.05809 -0.36730 0.347 1.745 -1.093
C 2.25992 1.00965 -0.84940 1.344 -1.676 2.566
C -0.81737 0.52139 -0.40990 -0.818 1.372 0.203
H 1.09312 -2.57470 1.76289 -0.996 0.876 0.293
H -2.67451 -0.18537 -0.85473 -1.136 -1.192 -0.376
H 0.24576 -1.34211 2.77279 0.546 1.975 1.108
C 0.13543 -1.99408 1.97868 0.879 -3.620 -0.568
N 1.14973 1.41786 -1.60084 -1.883 0.143 1.004
C -2.28897 0.70612 -0.45433 0.040 2.466 0.640
H -2.69577 0.99606 0.56462 0.345 -0.666 -1.176
H 3.29696 1.09415 -1.29858 -1.698 -0.203 -0.236
H -0.58050 -2.77701 2.38321 0.576 0.843 -0.980
```
Forces are in eV/Å.

Computed properties:
Lowest unoccupied orbital energy (spin up / spin down) ... -0.39818 / -0.41802 Ha
Relative energy (zero: lowest compared OMol25 entry of this formula, charge and spin) ... 493.3 kJ/mol
Total energy ... -10280.786 eV
Max |F| ... 3.9 eV Å⁻¹
Frontier orbital gap (spin up / spin down) ... 0.3122 / 0.2526 Ha
Net charge ... +2

=====

Entry 3:
C4H12N4 | ωB97M-V/def2-TZVPD

XYZ file:
```
20
Properties=species:S:1:pos:R:3:forces:R:3
N -1.40020 -0.11227 0.85741 -0.156 0.065 -0.110
N 0.08147 -1.89004 0.94465 -1.668 -1.747 2.773
C 1.72117 0.43730 -0.88818 0.147 1.998 1.866
H 2.07334 1.68761 -2.44814 -0.375 -0.355 0.860
H 1.46213 2.50802 -1.10320 0.223 -1.057 0.398
H -2.57437 1.49974 0.23833 -0.350 -1.014 -0.387
H 0.94854 -2.37410 0.79882 0.365 -0.018 -0.559
C -1.45215 0.25594 2.08089 -1.270 1.256 1.939
C -0.24632 -0.80030 0.37579 -0.375 -0.376 -0.452
H 1.50404 0.27045 0.14803 0.089 1.089 0.137
N 2.00350 -0.62954 -1.49261 0.714 -2.519 -0.143
H 2.24100 -1.43266 -0.95370 0.031 -0.587 0.004
H -0.46889 -2.40074 1.71853 0.653 0.981 -1.341
H 2.33794 -0.60252 -2.39859 0.717 -0.263 -2.326
H -1.01360 -0.34790 2.91567 0.165 0.772 -1.020
N 1.74526 1.58801 -1.46823 -0.043 2.461 -1.657
H -2.00365 1.23617 2.36572 0.645 -2.006 -0.523
C -2.26009 0.51364 -0.18396 0.531 1.329 -0.295
H -1.61193 0.77273 -1.05586 -0.624 -0.616 0.568
H -3.08717 -0.17954 -0.45139 0.580 0.608 0.269
```
Forces are in eV/Å.

Computed properties:
Lowest unoccupied orbital energy ... -0.31402 Ha
Relative energy (zero: lowest compared OMol25 entry of this formula, charge and spin) ... 223.6 kJ/mol
Total energy ... -10283.581 eV
Max |F| ... 3.7 eV Å⁻¹
Frontier orbital gap ... 0.3380 Ha
Net charge ... +2

=====

Entry 4:
C4H12N4S | ωB97M-V/def2-TZVPD

XYZ file:
```
21
Properties=species:S:1:pos:R:3:forces:R:3
H -0.26942 1.12427 2.43786 0.152 0.161 -2.022
H -1.41447 0.47324 0.24667 -1.995 0.665 -0.311
H 1.53748 3.68946 -1.04114 -0.681 -0.830 -2.425
N 1.34310 3.09821 -1.92960 0.489 2.297 3.125
H -1.09982 -2.14796 -0.75467 -0.152 0.085 0.719
C 1.89816 0.74904 -1.58488 0.506 3.967 -0.867
H -1.44669 -1.09339 2.42618 0.266 0.087 -0.346
C 0.18565 0.89773 1.40296 1.632 -2.420 3.630
N 1.64576 1.88726 -1.77930 0.841 -4.049 -0.051
S 2.66653 -0.67380 -1.37729 1.562 -0.982 -0.133
H 4.00614 -0.36750 -1.75991 -1.519 0.069 0.260
N -0.57586 -1.38139 -1.17233 0.290 0.426 0.928
C -0.63838 -0.14202 0.63864 0.480 -0.151 3.628
C -1.05891 -1.41086 1.44531 -0.045 0.280 0.847
H -1.89557 -2.05052 1.07707 0.749 0.531 -0.197
H 0.59061 1.77482 0.89249 -0.460 -0.310 -0.030
H 1.04153 0.22391 1.81303 -0.661 1.491 -0.841
H -0.13806 -2.01271 1.66949 -0.818 0.384 -0.394
H 0.87424 3.42613 -2.75273 -0.101 0.155 -0.391
H -0.62739 -1.33329 -2.14246 0.713 -0.284 -2.415
N -0.14702 -0.35572 -0.60169 -1.248 -1.573 -2.715
```
Forces are in eV/Å.

Computed properties:
Lowest unoccupied orbital energy ... -0.35133 Ha
Relative energy (zero: lowest compared OMol25 entry of this formula, charge and spin) ... 463.6 kJ/mol
Total energy ... -21115.909 eV
Max |F| ... 4.7 eV Å⁻¹
Frontier orbital gap ... 0.3157 Ha
Net charge ... +2

=====

Entry 5:
C4H12NO | ωB97M-V/def2-TZVPD

XYZ file:
```
18
Properties=species:S:1:pos:R:3:forces:R:3
C 0.81376 1.10731 1.46517 -2.030 0.105 -0.640
C -0.52770 1.26524 2.28266 1.037 1.464 -0.347
H 1.57969 0.77066 2.14392 0.433 -0.290 -0.023
H -1.00317 -3.22670 -0.92679 0.297 -0.110 -0.183
H -1.02444 0.32883 2.47573 0.105 -0.441 0.202
H 0.78542 -0.85755 0.62208 -0.899 -0.245 -0.881
H 0.13106 1.75120 -1.07479 -0.027 -0.057 -0.017
O -0.40574 -2.88132 -1.60694 -0.917 0.449 0.249
N -0.13793 -0.15700 -2.05055 -1.350 -0.123 1.457
H -1.23243 1.88350 1.71294 0.134 -0.157 0.031
H -0.30410 1.81054 3.20974 -0.278 -0.285 0.015
H 0.63062 -0.16579 -2.72429 1.174 -0.226 -1.138
H 1.11494 2.05644 0.99846 -0.069 0.005 0.569
H -1.01462 0.11237 -2.50462 0.309 0.175 -0.124
C 0.48355 0.15005 0.33203 1.684 0.985 -0.264
C 0.10419 0.69014 -0.88258 -0.527 -1.052 1.402
H -0.29713 -1.13822 -1.73303 0.423 0.286 -0.332
H 0.30404 -3.49970 -1.73917 0.502 -0.484 0.024
```
Forces are in eV/Å.

Computed properties:
<S²> ... 0.754
Lowest unoccupied orbital energy (spin up / spin down) ... 0.02258 / 0.01700 Ha
Relative energy (zero: lowest compared OMol25 entry of this formula, charge and spin) ... 239.0 kJ/mol
Total energy ... -7876.039 eV
Max |F| ... 2.1 eV Å⁻¹
Frontier orbital gap (spin up / spin down) ... 0.1359 / 0.3454 Ha
Spin multiplicity ... 2

=====

Entry 6:
C4H12NO | ωB97M-V/def2-TZVPD

XYZ file:
```
18
Properties=species:S:1:pos:R:3:forces:R:3
H 1.86139 -0.17492 0.08228 0.134 0.624 -0.082
H 0.83085 1.01516 0.80727 0.878 0.519 -0.559
H 1.68269 -0.07688 1.72926 0.134 -0.306 0.432
H 0.02027 -0.35584 -1.55234 0.148 0.167 0.131
H -0.15515 -3.03787 0.67446 -0.220 0.182 -0.649
H -0.80434 -0.63091 1.36883 0.290 -0.647 0.427
C -0.65556 -0.26526 -0.70067 -1.603 -0.430 -0.140
C -1.18964 1.14541 -0.52523 0.503 0.734 -1.866
N 1.23539 0.07726 0.84081 -2.446 -0.839 0.141
H -1.55195 -0.83793 -0.98805 0.278 -0.269 0.139
H 0.88829 -2.37775 -0.64288 -0.434 0.057 -0.161
C -0.11800 -0.87997 0.56388 2.920 1.423 -0.503
H -1.77580 1.41062 -1.40973 -0.389 -0.346 0.306
C 0.52203 -2.22815 0.37250 -0.557 -1.602 0.676
H -1.81093 1.25570 0.36377 0.134 0.134 0.136
H 1.37812 -2.50801 0.98773 0.107 0.786 0.436
O -0.07688 2.04846 -0.54684 0.544 0.017 1.015
H -0.11095 2.75019 -1.20597 -0.420 -0.202 0.122
```
Forces are in eV/Å.

Computed properties:
Lowest unoccupied orbital energy ... -0.11236 Ha
Relative energy (zero: lowest compared OMol25 entry of this formula, charge and spin) ... 96.3 kJ/mol
Total energy ... -7873.293 eV
Max |F| ... 3.3 eV Å⁻¹
SMILES ... C[C@@H]([NH3+])CCO
Frontier orbital gap ... 0.4378 Ha
Net charge ... +1